Record 1
Here is a molecular structure, C25H28N in a non-equilibrium geometry from the Open Molecules 2025 dataset. Energies are from ωB97M-V with the def2-TZVPD basis set.

```
54
Properties=species:S:1:pos:R:3:forces:R:3
C 4.214217 -3.648709 1.789437 -0.34 -0.20 -0.53
C 2.871132 -3.922538 2.102660 0.35 0.14 -0.33
C 1.892248 -2.961425 1.835343 0.21 -0.03 0.85
C 2.245772 -1.690136 1.372045 0.59 -0.64 -0.55
C 1.212544 -0.645806 1.210971 -0.42 -0.19 -0.15
C -0.022204 -1.022738 0.813343 -0.19 0.76 -1.02
C -1.214315 -0.112950 0.548210 -1.55 -3.69 5.52
C -2.579044 -0.750027 0.979761 -0.65 0.73 -0.21
C -3.662584 0.123327 1.240545 -0.07 -0.76 0.15
C -4.934736 -0.390773 1.567746 0.11 -0.05 -0.23
C -5.150392 -1.779613 1.592149 0.63 -0.54 0.68
C -4.066905 -2.660996 1.362548 0.15 0.90 0.02
C -2.799110 -2.125289 1.060887 0.06 -0.31 -0.10
C 1.611822 0.746874 1.479463 0.60 1.15 -0.06
C 1.063030 1.829949 0.771416 -0.24 0.28 0.37
C 1.450062 3.151832 1.010128 0.07 0.25 0.11
C 2.444154 3.463043 1.946157 0.25 -1.04 -0.49
C 3.051396 2.384640 2.607120 -0.07 0.23 0.03
C 2.651090 1.067753 2.379216 -0.40 -0.18 0.37
C 3.580452 -1.467326 0.970054 -0.21 0.21 0.65
C 4.560412 -2.434256 1.183097 -0.10 -0.02 -0.07
H 4.970909 -4.429508 1.901416 -0.24 0.34 0.21
H 2.594753 -4.888889 2.541698 0.12 0.47 -0.23
H 0.858222 -3.150826 2.129631 0.29 0.00 -0.08
H -0.217416 -2.032992 0.467442 0.24 0.05 0.21
H -1.092299 0.670483 1.341963 -0.03 0.59 -1.04
H -3.505071 1.203253 1.234505 -0.08 -0.18 -0.02
H -5.774072 0.288676 1.809463 0.71 -0.43 -0.20
H -6.103374 -2.210885 1.960049 0.60 0.50 -0.58
H -4.169656 -3.751002 1.453775 -0.10 0.63 -0.08
H -1.950838 -2.799694 0.904679 -0.52 0.10 0.06
H 0.263717 1.658573 0.049296 0.84 0.25 0.26
H 0.975935 3.963709 0.457377 0.09 -0.26 0.05
H 2.831070 4.476687 2.072589 -0.39 -0.32 0.06
H 3.855594 2.579323 3.319506 -0.26 -0.11 -0.20
H 3.107227 0.267765 2.969405 -0.08 0.30 -0.31
H 3.854676 -0.486209 0.580086 -0.02 -0.34 -0.04
H 5.592544 -2.224891 0.864610 -0.56 -0.22 0.25
C -0.688708 1.999836 -5.831717 0.02 -0.14 -0.51
C -0.764720 2.255423 -4.326937 -0.06 0.39 0.11
C -1.031389 1.001832 -3.469073 -0.61 -0.67 0.21
C -1.165615 1.387255 -1.966842 -0.02 0.68 -0.65
N -1.325655 0.113828 -0.983718 1.36 0.79 -3.58
H -0.441892 2.920703 -6.376117 -0.01 -0.11 0.32
H 0.085237 1.275394 -6.102688 -0.05 0.00 0.18
H -1.625768 1.649664 -6.277893 0.03 -0.06 0.33
H 0.190993 2.728075 -4.033566 -0.42 -0.17 0.13
H -1.570365 2.987506 -4.163390 0.27 -0.09 0.14
H -2.003019 0.553512 -3.741444 0.49 0.01 -0.22
H -0.221714 0.268362 -3.693500 -0.54 0.32 0.56
H -0.209872 1.843569 -1.694125 -0.39 0.33 0.08
H -2.023294 2.099219 -1.859536 0.72 -0.77 0.22
H -0.386020 -0.292058 -1.211388 -0.90 0.39 0.32
H -1.329140 0.919451 -0.147875 0.73 0.70 -0.97
```
Positions in Å, forces in eV/Å.

Results
**F_max**: 6.8 eV/A
**Kohn-Sham gap**: 8.42 eV
**E_tot**: -27858.22100 eV
**HOMO level**: -11.54 eV
**Molar mass**: 342.51 g/mol
**Charge**: +1
**2S+1**: 1


Record 2
Here is a single C25H28N2O2S2 molecule from the Open Molecules 2025 dataset. Energies are from ωB97M-V with the def2-TZVPD basis set.

```
59
Properties=species:S:1:pos:R:3:forces:R:3
O -2.207105 -0.812225 1.813649 -0.10 0.14 0.34
C -1.880351 -1.213777 0.714219 -0.12 -0.02 -0.46
N -1.091525 -2.274799 0.502704 0.28 -0.39 -0.12
C -0.491110 -3.050180 1.567112 -0.05 0.19 0.36
C -0.740567 -4.555192 1.343001 -0.02 -0.09 0.07
C 0.617657 -5.170345 0.970738 0.04 -0.06 -0.09
C 1.495253 -3.980537 0.585814 0.06 -0.04 0.20
C 1.036001 -2.896577 1.554194 -0.05 0.02 -0.04
C -2.314828 -0.559859 -0.616424 -0.16 -0.18 0.07
C -3.490672 0.363542 -0.511530 0.01 -0.03 0.21
C -4.375342 0.562479 -1.607649 0.00 0.08 0.02
C -5.368057 1.440632 -1.329363 -0.13 0.25 0.30
S -5.256512 2.046530 0.276772 0.31 -0.31 -0.35
C -3.846440 1.112189 0.568924 -0.36 0.22 0.06
N -1.164467 0.106790 -1.248318 -0.40 -0.07 -0.01
C -0.803365 1.420859 -0.765162 0.27 0.26 0.20
C -0.040289 1.343268 0.566491 -0.06 0.11 -0.05
C 0.755620 2.581444 0.870172 0.00 -0.07 0.07
C 0.300148 3.849191 0.530624 0.00 -0.06 -0.01
C 1.057139 4.971638 0.818826 0.00 0.14 -0.03
C 2.278430 4.845496 1.456902 0.05 0.11 0.00
C 2.734608 3.588188 1.813218 0.04 -0.03 0.05
C 1.978639 2.468044 1.520593 -0.06 0.04 0.10
C -0.427782 -0.623561 -2.110382 0.11 0.33 -0.27
O -0.649226 -1.812767 -2.296845 0.10 -0.44 -0.20
C 0.678580 0.077648 -2.892958 -0.09 -0.23 -0.14
C 1.876924 0.378601 -2.056975 0.24 -0.18 0.15
C 2.526931 1.562086 -1.893705 -0.17 -0.20 -0.12
C 3.649834 1.466458 -1.040195 0.22 -0.14 0.08
C 3.835176 0.211675 -0.564235 -0.13 -0.24 -0.07
S 2.646202 -0.885443 -1.151315 0.04 0.50 -0.18
H -0.846873 -2.524418 -0.449522 -0.19 0.19 -0.05
H -0.935167 -2.681696 2.494826 0.08 -0.08 -0.14
H -1.462892 -4.685304 0.537277 -0.07 -0.02 0.04
H -1.154297 -5.019806 2.236348 -0.08 -0.02 -0.01
H 0.530308 -5.896830 0.164873 0.03 -0.10 0.03
H 1.048678 -5.675804 1.836092 0.04 -0.05 0.00
H 2.557960 -4.199735 0.673900 0.08 0.01 -0.11
H 1.293581 -3.672764 -0.441163 0.02 0.02 -0.12
H 1.338697 -1.895843 1.250381 -0.02 0.07 0.10
H 1.431310 -3.092037 2.551487 0.05 -0.03 0.08
H -2.586746 -1.374421 -1.300777 0.09 0.18 0.20
H -4.261822 0.064589 -2.554314 -0.01 -0.10 -0.20
H -6.165713 1.770415 -1.964242 -0.16 0.02 -0.19
H -3.381091 1.143330 1.532288 0.13 -0.06 0.17
H -1.723330 1.995856 -0.638629 0.15 0.01 -0.13
H -0.184603 1.923538 -1.506832 -0.10 0.00 0.02
H 0.639871 0.488699 0.531664 -0.03 -0.01 0.01
H -0.746399 1.157207 1.379488 0.01 -0.08 -0.01
H -0.654992 3.968562 0.041695 -0.12 0.02 -0.08
H 0.689130 5.949685 0.544700 -0.03 0.08 -0.02
H 2.868775 5.722054 1.679177 0.04 0.07 0.02
H 3.683428 3.478675 2.317978 0.09 -0.01 0.05
H 2.341263 1.489513 1.801183 0.03 -0.11 -0.02
H 0.955952 -0.620130 -3.689445 -0.15 0.12 0.07
H 0.304392 0.993799 -3.353660 0.04 -0.01 0.03
H 2.223433 2.479212 -2.367301 -0.14 0.16 -0.11
H 4.280820 2.300849 -0.794250 0.13 0.13 0.09
H 4.596846 -0.148719 0.097872 0.20 -0.02 0.15
```
Positions in Å, forces in eV/Å.

Results
**F_max**: 0.6 eV/A
**Kohn-Sham gap**: 9.53 eV
**E_tot**: -55126.47520 eV
**HOMO level**: -8.89 eV
**Molar mass**: 452.64 g/mol
**Charge**: 0
**2S+1**: 1
**Structure (SMILES)**: O=C(NC1CCCC1)[C@@H](c1ccsc1)N(CCc1ccccc1)C(=O)Cc1cccs1


Record 3
Here is a molecular structure, C25H28N4O3PPt from the Open Molecules 2025 dataset. Energies are from ωB97M-V with the def2-TZVPD basis set.

```
62
Properties=species:S:1:pos:R:3:forces:R:3
Pt -0.359590 2.216777 -0.205767 0.20 -0.10 0.71
N -1.897983 0.575122 0.268854 0.17 -0.05 -0.28
C -2.402487 0.733016 1.643939 0.01 0.11 0.05
C -2.870236 -0.538153 2.320202 0.00 0.01 0.05
C -3.890062 -1.459007 1.681886 0.01 0.03 0.03
C -4.250818 -2.551900 2.689527 -0.08 0.04 -0.04
N -3.127727 -3.430476 3.059480 0.03 0.06 -0.06
C -2.310862 -3.331209 4.106029 -0.08 -0.10 0.02
N -2.274580 -2.256795 4.890023 0.01 0.10 -0.07
N -1.520368 -4.373386 4.397223 0.02 0.02 0.02
C -1.295719 1.362204 2.548838 -0.04 -0.16 0.00
O -1.190755 0.936264 3.700335 -0.04 0.04 -0.08
O -0.595070 2.257940 1.995014 -0.14 0.45 -0.18
H -2.653137 0.602121 -0.407189 0.00 -0.04 0.02
H -1.420779 -0.315014 0.147826 0.02 0.03 0.07
H -3.214375 1.463080 1.602575 -0.01 0.02 -0.04
H -3.286957 -0.179291 3.265928 0.05 -0.08 0.04
H -1.965881 -1.106570 2.553735 0.00 -0.02 0.00
H -3.524279 -1.910738 0.755371 0.02 -0.01 0.01
H -4.806690 -0.917447 1.434876 -0.03 -0.04 0.01
H -5.025425 -3.206072 2.292321 0.00 -0.01 0.03
H -4.645027 -2.105529 3.603617 0.02 0.00 0.02
H -3.010698 -4.252061 2.488824 0.04 0.00 0.00
H -2.521256 -1.344120 4.526985 0.02 -0.02 -0.03
H -1.618981 -2.235009 5.654469 -0.03 -0.03 0.03
H -1.650060 -5.268724 3.960212 -0.04 0.00 0.02
H -0.846675 -4.317202 5.140626 0.03 0.02 -0.02
O 0.227192 4.920561 -0.150998 -0.06 0.27 0.05
C 0.724267 3.872198 -0.435590 -0.03 -0.88 -0.02
C 2.145623 3.697655 -0.893829 0.19 -0.07 -0.10
C 3.098923 4.698014 -0.764646 -0.05 0.05 0.04
C 4.416577 4.429339 -1.098673 0.07 -0.09 -0.04
C 4.787348 3.166508 -1.554184 -0.07 0.06 0.03
C 3.832892 2.170185 -1.705743 0.03 0.00 -0.07
C 2.508063 2.445053 -1.393755 -0.02 0.12 -0.01
P 1.105679 1.320199 -1.555454 -0.35 0.21 -0.04
C 1.610167 -0.292168 -0.873463 0.00 0.16 0.06
C 1.939926 -1.385325 -1.668505 -0.02 0.06 -0.05
C 2.348646 -2.573409 -1.078870 0.01 -0.03 0.05
C 2.430125 -2.670601 0.303068 0.02 -0.04 -0.04
C 2.094316 -1.584425 1.101179 -0.04 0.09 0.03
C 1.678960 -0.396014 0.519671 0.03 -0.13 -0.07
C 0.776463 1.014554 -3.302750 0.11 -0.01 -0.10
C -0.504283 0.585595 -3.644427 0.01 0.01 -0.04
C -0.816541 0.294984 -4.962284 0.00 0.00 0.01
C 0.147957 0.445717 -5.950248 -0.01 0.00 0.01
C 1.419538 0.887855 -5.618403 0.02 0.00 -0.02
C 1.737725 1.169646 -4.297197 0.00 0.00 0.01
H 2.801995 5.664919 -0.379596 -0.01 -0.01 0.00
H 5.170021 5.197476 -0.985819 -0.01 0.01 0.00
H 5.823415 2.959503 -1.786453 0.00 0.00 0.00
H 4.124671 1.185935 -2.053798 0.00 0.01 0.00
H 1.877176 -1.307762 -2.747254 0.01 -0.02 0.01
H 2.611704 -3.420571 -1.698481 0.00 0.00 -0.01
H 2.765004 -3.594224 0.757770 0.00 0.00 0.00
H 2.162702 -1.651865 2.179581 0.01 -0.02 0.00
H 1.406261 0.452294 1.139711 0.04 0.00 0.01
H -1.260201 0.506984 -2.871381 -0.02 -0.01 -0.02
H -1.814182 -0.032018 -5.223939 0.00 0.00 0.00
H -0.097322 0.230989 -6.981831 0.00 0.00 0.00
H 2.165888 1.019333 -6.390601 0.00 0.00 0.00
H 2.729783 1.525065 -4.048568 -0.02 0.00 -0.01
```
Positions in Å, forces in eV/Å.

Results
**F_max**: 0.9 eV/A
**Kohn-Sham gap**: 7.73 eV
**E_tot**: -51014.59468 eV
**HOMO level**: -10.44 eV
**Molar mass**: 658.58 g/mol
**Charge**: +1
**2S+1**: 1